(1)
Computed, not measured: 6 unconnected molecules or ions with the total composition C6H24NO6 at a distorted geometry, with ωB97M-V/def2-TZVPD.

The calculation puts the HOMO-LUMO gap at 0.321 Eh. The value obtained for the HOMO energy is -5.6337 eV. The value obtained for the LUMO energy is 0.1135 hartree. Its net charge is -1.

Last column: natural (NBO) charge in e.
Atoms and positions in Å:
C -1.05772 0.59352 -0.34747  -0.225
N -1.12611 1.17686 1.02900  -0.698
C 0.14588 1.76295 1.52129  0.089
O 0.14851 3.15305 1.36861  -0.790
C -0.08478 -0.57598 -0.42050  -0.458
C -0.14275 -1.69487 0.58564  -0.412
C 0.35504 -3.03420 0.00833  -0.391
C 1.88021 -2.96575 -0.34047  -0.621
H -2.04637 0.17799 -0.55823  0.174
H -0.76330 1.37350 -1.05338  0.219
H -1.78011 1.94839 0.97185  0.369
H 0.98347 1.30506 1.00316  0.157
H 0.17197 1.56067 2.59377  0.145
H -0.05996 -0.92496 -1.46341  0.207
H 0.94846 -0.20269 -0.43356  0.239
H 0.41133 -1.49597 1.51263  0.209
H -1.12320 -1.88873 1.05120  0.184
H -0.10483 -3.20414 -0.96428  0.194
H 0.18535 -3.82191 0.73517  0.200
H 2.40289 -3.76984 0.19356  0.197
H 2.01863 -3.08321 -1.40964  0.205
H 2.41658 -2.09279 0.03514  0.215
H -3.41791 -2.66493 0.33258  0.471
H -2.33703 -2.35472 -0.64202  0.471
O -3.15279 -2.85941 -0.57480  -0.940
H 0.46224 3.40708 0.45093  0.525
H 1.82184 4.15205 -1.20957  0.449
O 1.13922 3.50145 -1.02872  -1.206
H -2.93592 0.20433 3.18261  0.465
H -2.23431 -0.49771 2.10254  0.491
O -2.73871 -0.69854 2.90757  -0.969
H 0.60348 2.03304 -3.52512  0.441
H 0.57421 3.14212 -2.34285  0.506
O 0.22674 2.88662 -3.30320  -1.049
H 3.15508 1.68768 -0.01508  0.445
H 2.11531 2.18278 -1.00521  0.508
O 2.93932 1.58123 -0.94808  -1.017


(2)
Computed, not measured: a molecular structure, C6H24NaO6 at a distorted geometry, with ωB97M-V/def2-TZVPD.

The calculation puts the HOMO-LUMO gap at 0.297 Eh. The value obtained for the HOMO energy is -12.6433 eV. The value obtained for the LUMO energy is -0.1680 hartree. Its net charge is +1.

Last column: natural (NBO) charge in e.
Atoms and positions in Å:
Na -7.78559 9.55358 -20.12420  0.993
C -8.82128 14.86130 -22.42888  -0.252
O -9.36031 14.10028 -21.34082  -0.749
H -8.23821 15.69723 -22.04244  0.172
H -8.27834 14.28800 -23.18030  0.187
H -9.70444 15.24532 -22.93942  0.171
H -10.01256 14.63410 -20.88123  0.472
C -2.42543 9.91449 -19.94258  -0.244
O -3.30805 10.96412 -20.28250  -0.749
H -1.54352 10.02515 -20.57351  0.175
H -2.09868 9.98541 -18.90513  0.169
H -2.93814 8.95987 -20.06065  0.174
H -3.02405 11.81344 -19.93668  0.476
C -12.70611 9.66170 -16.82663  -0.252
O -12.10148 8.75090 -17.77548  -0.740
H -13.70911 9.29461 -16.60911  0.179
H -12.12814 9.71415 -15.90397  0.166
H -12.65990 10.65558 -17.27178  0.180
H -12.55973 7.92375 -17.60987  0.468
C -7.70953 8.16147 -25.76682  -0.251
O -8.40932 8.92914 -24.79230  -0.735
H -6.68567 8.22931 -25.39911  0.181
H -8.06346 7.13091 -25.79463  0.167
H -7.76183 8.57923 -26.77223  0.174
H -9.32387 8.93815 -25.08406  0.465
C -6.91494 7.90780 -14.81442  -0.260
O -6.87472 9.27306 -15.35913  -0.750
H -7.91764 7.62726 -14.49197  0.171
H -6.65178 7.11630 -15.51612  0.184
H -6.24023 7.78347 -13.96742  0.180
H -7.08721 9.91538 -14.67806  0.476
C -7.93945 3.71550 -21.63533  -0.253
O -7.05806 4.79297 -21.33729  -0.742
H -7.57619 2.85669 -21.07091  0.176
H -8.97173 4.02383 -21.46978  0.182
H -7.89456 3.41542 -22.68225  0.168
H -6.29921 4.70949 -21.91934  0.469